P.
The following is a DFT calculation (the ωB97M-V functional and the def2-TZVPD basis) of a single C3H4F2O molecule.

Geometry as XYZ:
```
10
Properties=species:S:1:pos:R:3
O -0.62 -1.18 -1.08
C -0.09 -0.49 -0.22
C -0.26 1.07 -0.26
F -0.84 1.48 -1.45
C 0.60 -1.10 0.99
F 1.09 -0.02 1.78
H -0.87 1.36 0.60
H 0.75 1.46 -0.14
H -0.11 -1.73 1.59
H 1.43 -1.72 0.62
```

Its spin multiplicity is 1. As for the HOMO energy: -10.36 eV. As for the gap between HOMO and LUMO: 11.05 eV. The SMILES is O=C(CF)CF.


Q.
The following is a DFT calculation (the ωB97M-V functional and the def2-TZVPD basis) of a single C3H4F2O molecule.

Geometry as XYZ:
```
10
Properties=species:S:1:pos:R:3
F -1.70 0.51 1.51
C -1.00 0.76 0.35
C 0.28 -0.10 0.30
F 1.15 0.36 1.22
C 0.86 -0.82 -0.82
O 0.36 -1.51 0.27
H -1.78 0.87 -0.51
H -0.62 1.76 0.44
H 0.42 -0.93 -1.88
H 2.03 -0.90 -0.88
```

Its spin multiplicity is 1. As for the HOMO energy: -11.04 eV. As for the gap between HOMO and LUMO: 11.96 eV. The SMILES is FC[C@]1(F)CO1.


Q is the least stable structure shown above.